No. 1
This record from the Open Molecules 2025 dataset describes a molecular structure, C24H21BF4FeN4O5S2. The level of theory is ωB97M-V/def2-TZVPD.

XYZ file:
```
62
Properties=species:S:1:pos:R:3:lowdin_spin:R:1
Fe 0.39 0.23 -0.29 3.7950
C -1.28 -0.79 -4.21 0.0002
O -2.06 -1.96 -4.02 0.0007
C -2.23 -2.48 -2.75 0.0034
C -3.21 -3.44 -2.66 -0.0006
C -3.45 -4.12 -1.47 0.0025
C -2.66 -3.87 -0.38 -0.0007
C -1.63 -2.92 -0.43 0.0021
C -0.73 -2.79 0.68 0.0031
N 0.32 -2.04 0.65 0.0302
N 1.23 -2.15 1.65 0.0069
C 2.17 -1.22 1.62 0.0021
O 2.26 -0.28 0.78 0.0330
C 3.18 -1.29 2.70 0.0011
C 4.33 -0.51 2.60 -0.0001
C 5.26 -0.50 3.62 0.0000
C 5.04 -1.25 4.77 -0.0003
C 3.90 -2.03 4.87 0.0001
C 2.97 -2.05 3.85 0.0000
C -1.43 -2.12 -1.61 0.0028
O -0.60 -1.16 -1.64 0.0418
H -1.33 -0.61 -5.29 0.0000
H -1.69 0.06 -3.67 0.0000
H -0.25 -0.93 -3.89 0.0000
H -3.78 -3.66 -3.56 0.0000
H -4.25 -4.86 -1.42 0.0002
H -2.79 -4.44 0.54 0.0000
H -0.93 -3.41 1.56 0.0011
H 4.47 0.09 1.71 0.0001
H 6.15 0.11 3.54 0.0000
H 5.76 -1.21 5.58 0.0000
H 3.73 -2.60 5.78 0.0000
H 2.07 -2.64 3.92 0.0001
O 1.10 3.37 -3.21 0.0029
C 0.98 2.69 -2.19 0.0024
O 1.01 1.45 -2.08 0.0275
C 0.82 3.44 -0.85 0.0017
C 1.36 4.71 -0.67 0.0002
C 1.26 5.31 0.57 0.0004
C 0.58 4.64 1.58 0.0003
C 0.03 3.40 1.29 0.0022
N 0.18 2.79 0.12 0.0178
H 1.85 5.19 -1.50 0.0001
H 1.71 6.28 0.75 0.0000
H 0.47 5.07 2.57 0.0001
H -0.53 2.86 2.04 0.0001
S -2.82 1.27 -0.63 0.0032
C -3.34 0.62 0.77 0.0007
N -2.87 -0.47 1.36 -0.0003
C -3.46 -0.89 2.60 0.0000
C -4.09 0.35 3.20 0.0001
S -4.71 1.26 1.74 0.0003
H -2.01 -0.89 1.02 -0.0008
H -2.70 -1.30 3.27 0.0000
H -4.22 -1.66 2.40 0.0000
H -3.33 0.98 3.66 0.0000
H -4.90 0.16 3.89 0.0000
F -0.57 -0.79 3.85 0.0004
B -0.24 0.48 3.41 0.0009
F -0.34 0.50 1.99 0.0143
F -1.20 1.36 3.92 0.0005
F 1.00 0.86 3.83 0.0000
```

2S+1	5
HOMO energy (spin up / spin down)	-1.7 / -1.7	eV
E_tot	-109041.219	eV
HOMO-LUMO gap (spin up / spin down)	5.90 / 5.94	eV
LUMO level (spin up / spin down)	4.200 / 4.200	eV
charge	-2
energy above the lowest of the compared OMol25 structures with the same formula, charge and spin	68.38	kJ/mol


No. 2
This record from the Open Molecules 2025 dataset describes 2 unconnected molecules or ions with the total composition C2FN3. The level of theory is ωB97M-V/def2-TZVPD.

XYZ file:
```
6
Properties=species:S:1:pos:R:3:nbo_charge:R:1
C 1.52 -0.19 0.41 0.1863
C -1.14 0.29 -0.05 0.7022
N 2.53 0.12 -0.03 -0.4467
N -0.59 -0.79 0.48 -0.0930
N -1.67 -0.73 -0.59 -0.1401
F -1.22 1.56 -0.14 -0.2087
```

HOMO energy (spin up / spin down)	-10.8 / -11.4	eV
E_tot	-9254.127	eV
HOMO-LUMO gap (spin up / spin down)	7.84 / 9.27	eV
LUMO level (spin up / spin down)	-2.976 / -2.135	eV
charge	0
energy above the lowest of the compared OMol25 structures with the same formula, charge and spin	426.66	kJ/mol


No. 3
This record from the Open Molecules 2025 dataset describes a gas-phase ion, C9H13N4 (charge +1). The level of theory is ωB97M-V/def2-TZVPD.

XYZ file:
```
26
Properties=species:S:1:pos:R:3:nbo_charge:R:1
C 1.79 -1.09 -1.29 -0.3918
N 1.23 -0.25 -0.16 -0.2131
C 1.16 -1.14 1.12 -0.4056
C 2.39 0.73 0.15 -0.3902
C -0.08 0.44 -0.20 0.0750
C -0.21 1.83 -0.23 -0.1680
C -1.51 2.38 -0.09 -0.2218
C -2.62 1.54 0.02 0.0727
N -2.50 0.20 0.01 -0.1175
N -3.47 -0.67 0.00 -0.2525
C -2.82 -1.86 -0.04 0.1946
N -1.51 -1.77 0.05 -0.5031
C -1.23 -0.42 -0.03 0.2737
H 2.50 -1.82 -1.02 0.2408
H 0.94 -1.56 -1.60 0.2298
H 2.21 -0.47 -2.10 0.2339
H 2.12 -1.43 1.26 0.2076
H 0.98 -0.49 1.96 0.2224
H 0.47 -1.96 1.27 0.2855
H 2.29 1.53 -0.55 0.2253
H 2.33 1.07 1.17 0.2340
H 3.34 0.17 -0.03 0.2398
H 0.59 2.46 -0.18 0.2295
H -1.61 3.37 0.06 0.2353
H -3.46 1.98 0.41 0.2400
H -3.33 -2.78 0.04 0.2237
```

HOMO energy	-12.7	eV
E_tot	-15495.329	eV
HOMO-LUMO gap	9.08	eV
LUMO level	-3.653	eV
SMILES string	C[N+](C)(C)c1cccn2ncnc12
charge	+1
energy above the lowest of the compared OMol25 structures with the same formula, charge and spin	281.43	kJ/mol


No. 4
This record from the Open Molecules 2025 dataset describes 2 unconnected molecules or ions with the total composition C3H4N2O2. The level of theory is ωB97M-V/def2-TZVPD.

XYZ file:
```
11
Properties=species:S:1:pos:R:3:nbo_charge:R:1
C -1.99 -0.54 0.45 0.1179
C 0.68 -0.12 -1.21 -0.7063
C 0.05 0.75 -0.11 0.2313
N -2.80 -1.27 0.81 -0.4576
N 0.46 0.29 1.27 0.4679
O 1.25 -0.62 1.27 -0.3443
O 0.08 0.91 2.23 -0.3168
H 0.46 0.15 -2.22 0.2426
H 1.68 -0.14 -1.06 0.2540
H 0.31 -1.17 -1.09 0.2811
H -0.19 1.77 -0.34 0.2302
```

HOMO energy (spin up / spin down)	-11.3 / -11.4	eV
E_tot	-10243.343	eV
HOMO-LUMO gap (spin up / spin down)	8.25 / 8.26	eV
LUMO level (spin up / spin down)	-3.101 / -3.096	eV
charge	0
energy above the lowest of the compared OMol25 structures with the same formula, charge and spin	860.81	kJ/mol


No. 5
This record from the Open Molecules 2025 dataset describes 4 unconnected molecules or ions with the total composition C12H20Cl2O9. The level of theory is ωB97M-V/def2-TZVPD.

XYZ file:
```
43
Properties=species:S:1:pos:R:3:nbo_charge:R:1
C 18.37 22.06 2.04 -0.6337
C 17.39 20.94 2.29 -0.0681
O 18.04 19.66 2.31 -0.5217
C 18.19 19.00 1.17 1.0019
O 17.77 19.33 0.09 -0.6615
O 18.82 17.84 1.33 -0.4957
C 19.45 17.51 2.57 -0.2538
H 18.78 21.89 1.05 0.2177
H 19.19 22.10 2.76 0.2118
H 17.83 23.01 2.05 0.2316
H 16.64 20.95 1.49 0.1964
H 16.92 21.04 3.26 0.1913
H 18.74 17.04 3.24 0.1873
H 19.87 18.39 3.06 0.1961
H 20.24 16.81 2.32 0.2028
O 20.77 19.35 -6.53 -0.5666
C 21.30 20.26 -5.99 0.9694
O 20.65 21.31 -5.42 -0.4983
C 21.60 22.32 -5.19 -0.1000
C 22.89 21.52 -5.01 -0.1042
O 22.64 20.40 -5.85 -0.4848
H 21.69 22.97 -6.07 0.1763
H 21.36 22.99 -4.36 0.2062
H 23.04 21.23 -3.97 0.2011
H 23.76 22.08 -5.35 0.1961
O 17.55 23.60 -1.00 -0.5751
C 16.89 22.69 -1.35 0.9742
O 17.24 21.78 -2.29 -0.4949
C 16.10 21.00 -2.63 -0.0930
C 15.23 21.16 -1.39 -0.1065
O 15.65 22.41 -0.86 -0.4947
H 15.62 21.39 -3.53 0.1861
H 16.37 19.96 -2.78 0.2047
H 15.50 20.34 -0.70 0.1979
H 14.16 21.08 -1.58 0.2027
Cl 21.99 19.48 -2.23 -0.1017
C 20.23 19.79 -1.92 -0.3614
C 19.37 18.85 -2.71 -0.3997
Cl 19.62 17.16 -2.26 -0.0504
H 20.05 20.82 -2.20 0.2321
H 20.09 19.59 -0.87 0.2253
H 19.47 18.97 -3.79 0.2305
H 18.33 19.08 -2.47 0.2263
```

HOMO energy	-10.4	eV
E_tot	-56241.272	eV
HOMO-LUMO gap	10.98	eV
LUMO level	0.614	eV
SMILES string	CCOC(=O)OC.O=C1OCCO1.O=C1OCCO1.ClCCCl
charge	0